# 1
Molecular formula: CN4
Method: DFT, the ωB97M-V functional and the def2-TZVPD basis

Last column: Mulliken charge in e.
Cartesian coordinates (Å):
C 0.204 -0.051 -0.375  0.39
N -0.956 0.005 0.151  0.33
N -2.081 0.023 0.034  -0.43
N 1.398 0.615 0.113  -0.14
N 1.434 -0.592 0.076  -0.15

Values from the calculation:
Strongest force on any atom in eV Å⁻¹: 3.6
2S+1: 1
Energy above the lowest of the compared OMol25 structures with the same formula, charge and spin in eV: 0.000
LUMO energy in eV: -0.2
E in eV: -6991.7157
Kohn-Sham gap in eV: 8.8

=====

# 2
Molecular formula: CNO2S2
Method: DFT, the ωB97M-V functional and the def2-TZVPD basis

Last column: Mulliken charge in e.
Cartesian coordinates (Å):
C -1.606 0.577 0.102  0.30
N -0.531 0.098 -0.109  -0.42
O 2.277 0.396 -0.424  -0.53
O 1.518 -1.564 0.630  -0.48
S -3.025 1.234 0.308  -0.54
S 1.367 -0.741 -0.507  0.67

Values from the calculation:
Strongest force on any atom in eV Å⁻¹: 4.5
2S+1: 1
Charge: -1
Energy above the lowest of the compared OMol25 structures with the same formula, charge and spin in eV: 0.241
LUMO energy in eV: 3.5
E in eV: -28294.1654
Kohn-Sham gap in eV: 8.2

=====

# 3
Molecular formula: CNO2S2
Method: DFT, the ωB97M-V functional and the def2-TZVPD basis

Last column: Mulliken charge in e.
Cartesian coordinates (Å):
C -1.506 0.426 -0.955  0.28
N -2.576 0.721 -0.610  -0.51
O 0.469 -1.540 1.569  -0.48
O 2.504 -0.909 0.238  -0.50
S 0.100 -0.024 -1.172  -0.36
S 1.301 -0.510 0.933  0.57

Values from the calculation:
Strongest force on any atom in eV Å⁻¹: 1.7
2S+1: 1
Charge: -1
Energy above the lowest of the compared OMol25 structures with the same formula, charge and spin in eV: 0.072
LUMO energy in eV: 3.6
E in eV: -28294.3345
Kohn-Sham gap in eV: 8.2

=====

# 4
Molecular formula: CNO4S
Method: DFT, the ωB97M-V functional and the def2-TZVPD basis

Last column: Mulliken charge in e.
Cartesian coordinates (Å):
C 1.124 0.667 -1.264  0.62
N -0.850 -0.373 1.626  0.63
O 2.234 0.707 -1.631  -0.52
O 0.036 1.210 -1.281  -0.58
O -0.684 -1.181 2.460  -0.43
O -1.723 0.411 1.335  -0.39
S 1.059 -0.907 -0.088  -0.32

Values from the calculation:
Strongest force on any atom in eV Å⁻¹: 4.5
2S+1: 1
Charge: -1
Energy above the lowest of the compared OMol25 structures with the same formula, charge and spin in eV: 3.711
LUMO energy (spin up / spin down) in eV: 2.5 / 3.0
E in eV: -21549.7776
Kohn-Sham gap (spin up / spin down) in eV: 7.1 / 7.3

=====

# 5
Molecular formula: CO4P
Method: DFT, the ωB97M-V functional and the def2-TZVPD basis

Last column: Mulliken charge in e.
Cartesian coordinates (Å):
O -2.674 0.451 0.588  -0.46
P -1.830 -0.676 0.170  0.13
O -0.486 -0.165 -0.519  -0.32
C 1.138 0.206 0.036  0.66
O 1.883 -0.031 -0.825  -0.50
O 1.017 0.631 1.118  -0.51

Values from the calculation:
Strongest force on any atom in eV Å⁻¹: 3.1
2S+1: 1
SMILES: O=POC(=O)[O-]
Charge: -1
Energy above the lowest of the compared OMol25 structures with the same formula, charge and spin in eV: 0.578
LUMO energy in eV: 4.3
E in eV: -18519.0841
Kohn-Sham gap in eV: 9.5

=====

# 6
Molecular formula: CO4S2
Method: DFT, the ωB97M-V functional and the def2-TZVPD basis

Last column: Mulliken charge in e.
Cartesian coordinates (Å):
C -1.720 0.429 0.040  0.03
O 1.587 -1.232 -1.069  -0.60
O -1.857 1.595 -0.103  -0.27
O 1.395 -0.691 1.350  -0.59
O 2.002 1.068 -0.170  -0.63
S -2.562 -0.968 0.011  -0.39
S 1.153 -0.201 -0.059  0.45

Values from the calculation:
Strongest force on any atom in eV Å⁻¹: 2.3
2S+1: 1
Charge: -2
Energy above the lowest of the compared OMol25 structures with the same formula, charge and spin in eV: 1.580
LUMO energy (spin up / spin down) in eV: 5.5 / 5.7
E in eV: -30895.7801
Kohn-Sham gap (spin up / spin down) in eV: 4.9 / 4.3

=====

# 7
Molecular formula: CO4S2
Method: DFT, the ωB97M-V functional and the def2-TZVPD basis

Last column: Mulliken charge in e.
Cartesian coordinates (Å):
C -0.887 -0.955 -1.415  -0.19
O 1.995 0.101 1.383  -0.61
O -0.885 -2.019 -0.883  -0.22
O -0.516 0.397 2.070  -0.56
O 0.711 2.118 0.763  -0.55
S -1.011 -0.317 -2.958  -0.46
S 0.592 0.674 1.039  0.59

Values from the calculation:
Strongest force on any atom in eV Å⁻¹: 2.7
2S+1: 1
Charge: -2
Energy above the lowest of the compared OMol25 structures with the same formula, charge and spin in eV: 1.702
LUMO energy (spin up / spin down) in eV: 5.8 / 5.7
E in eV: -30895.6583
Kohn-Sham gap (spin up / spin down) in eV: 4.4 / 5.9

=====

# 8
Molecular formula: CO5S2
Method: DFT, the ωB97M-V functional and the def2-TZVPD basis

Last column: Mulliken charge in e.
Cartesian coordinates (Å):
C 1.439 0.096 -0.067  0.63
O 0.858 0.377 -1.132  -0.64
O -2.323 0.453 -1.043  -0.63
O 2.408 0.577 0.423  -0.68
O 0.992 -1.053 0.577  -0.32
O -1.710 0.732 1.359  -0.62
S -0.462 -1.651 -0.051  -0.21
S -1.202 0.468 -0.067  0.47

Values from the calculation:
Strongest force on any atom in eV Å⁻¹: 4.6
2S+1: 1
Charge: -2
Energy above the lowest of the compared OMol25 structures with the same formula, charge and spin in eV: 2.207
LUMO energy in eV: 6.2
E in eV: -32943.4582
Kohn-Sham gap in eV: 5.3